# 1
The following is a quantum chemistry calculation of C18H18B2N2O8S2 in the gas phase at a distorted geometry, from OMol25.

CARTESIAN COORDINATES (ANGSTROEM)
O (-3.289, 2.696, 1.455)
S (-3.822, 1.664, 0.503)
O (-5.185, 1.674, -0.044)
N (-3.334, 0.071, 0.765)
C (-2.200, -0.272, 1.523)
C (-1.467, 0.641, 2.315)
C (-0.323, 0.240, 2.961)
C (0.173, -1.043, 2.813)
C (-0.515, -1.929, 1.997)
B (0.074, -3.371, 1.679)
O (-0.618, -4.486, 2.138)
O (1.291, -3.438, 1.032)
C (-1.702, -1.578, 1.396)
C (-2.918, 1.810, -1.076)
C (-3.298, 2.862, -1.872)
C (-2.733, 3.052, -3.140)
C (-1.677, 2.207, -3.503)
C (-1.279, 1.153, -2.720)
S (0.034, 0.116, -3.374)
O (-0.530, -1.069, -4.053)
O (0.888, 1.095, -4.127)
N (0.613, -0.538, -1.923)
C (1.732, -0.061, -1.249)
C (2.335, 1.128, -1.654)
C (3.378, 1.646, -0.942)
C (3.836, 1.010, 0.170)
C (3.310, -0.221, 0.534)
B (3.836, -0.857, 1.858)
O (3.439, -2.091, 2.353)
O (4.635, -0.063, 2.655)
C (2.258, -0.753, -0.155)
C (-1.915, 0.953, -1.491)
H (-4.038, -0.579, 0.473)
H (-1.753, 1.677, 2.376)
H (0.220, 0.946, 3.562)
H (1.037, -1.375, 3.360)
H (-0.246, -5.351, 1.898)
H (1.576, -4.351, 0.829)
H (-2.205, -2.267, 0.745)
H (-4.147, 3.470, -1.580)
H (-3.064, 3.824, -3.819)
H (-1.126, 2.328, -4.422)
H (0.389, -1.512, -1.871)
H (1.948, 1.628, -2.509)
H (3.778, 2.588, -1.314)
H (4.672, 1.392, 0.719)
H (2.746, -2.624, 1.919)
H (4.907, -0.526, 3.449)
H (1.811, -1.705, 0.173)
H (-1.532, 0.184, -0.811)

HOMO energy = -8.57 eV
energy relative to the best compared isomer or geometry (same formula, charge and spin) = 0.0 kcal/mol
frontier orbital gap = 8.2 eV
molecular weight = 476.1 g mol⁻¹
energy = -61345.4373 eV
charge = 0

***

# 2
The following is a quantum chemistry calculation of C18H18BF4OPb as an isolated structure at a distorted geometry, from OMol25.

CARTESIAN COORDINATES (ANGSTROEM)
C (-0.188, -1.360, 3.938)
C (1.065, -0.835, 3.611)
C (0.853, 0.382, 2.929)
H (2.022, -1.271, 3.843)
C (-0.547, 0.503, 2.684)
C (-1.175, -0.648, 3.227)
H (-2.211, -0.947, 3.201)
H (-0.433, -2.144, 4.630)
H (1.643, 1.094, 2.650)
H (-1.076, 1.358, 2.243)
C (1.238, -3.125, -0.460)
C (1.015, -3.934, 0.661)
C (-0.372, -4.059, 0.844)
H (1.839, -4.382, 1.214)
C (-1.014, -3.283, -0.129)
C (-0.018, -2.729, -0.987)
H (-0.196, -2.153, -1.922)
H (2.261, -2.869, -0.805)
H (-0.922, -4.614, 1.592)
H (-2.101, -3.105, -0.149)
Pb (0.316, -0.372, 0.326)
O (0.104, 1.532, -1.133)
C (1.119, 2.581, -0.957)
C (-0.263, 3.046, -1.362)
H (1.419, 2.731, 0.085)
H (1.886, 2.615, -1.728)
H (-0.862, 3.452, -0.548)
H (-1.449, 5.321, -2.083)
C (-1.175, 4.726, -2.951)
C (-0.553, 3.471, -2.731)
C (-0.161, 2.727, -3.860)
H (0.329, 1.764, -3.722)
C (-0.412, 3.207, -5.142)
H (-0.124, 2.602, -5.996)
C (-1.032, 4.443, -5.342)
H (-1.219, 4.806, -6.348)
C (-1.406, 5.203, -4.232)
H (-1.881, 6.170, -4.376)
F (0.700, -3.269, 2.942)
B (0.742, -4.435, 3.903)
F (1.645, -4.116, 4.892)
F (-0.563, -4.540, 4.362)
F (1.158, -5.542, 3.187)

HOMO energy (alpha / beta) = -12.04 / -12.06 eV
energy relative to the best compared isomer or geometry (same formula, charge and spin) = 0.0 kcal/mol
frontier orbital gap (alpha / beta) = 6.0 / 5.7 eV
molecular weight = 544.3 g mol⁻¹
energy = -37791.9757 eV
charge = +1

***

# 3
The following is a quantum chemistry calculation of C18H18BF4OYb as an isolated structure at a distorted geometry, from OMol25.

CARTESIAN COORDINATES (ANGSTROEM)
C (0.604, -2.642, 3.041)
C (-0.704, -2.890, 2.535)
C (-0.632, -2.868, 1.112)
H (-1.595, -3.077, 3.129)
C (0.721, -2.614, 0.742)
C (1.491, -2.475, 1.936)
H (2.566, -2.307, 1.994)
H (0.876, -2.609, 4.089)
H (-1.460, -3.055, 0.429)
H (1.106, -2.586, -0.275)
C (-0.818, 2.656, 1.381)
C (-0.474, 2.638, 2.763)
C (0.929, 2.414, 2.865)
H (-1.157, 2.776, 3.595)
C (1.459, 2.298, 1.543)
C (0.371, 2.431, 0.628)
H (0.446, 2.407, -0.457)
H (-1.812, 2.838, 0.973)
H (1.496, 2.361, 3.788)
H (2.508, 2.170, 1.281)
Yb (-0.021, -0.043, 1.931)
O (-0.799, -0.107, 0.070)
C (-1.242, -0.354, -1.229)
C (-0.262, -0.788, -2.289)
H (-1.960, -1.196, -1.154)
H (-1.771, 0.538, -1.601)
H (0.302, -1.695, -2.071)
H (1.099, -1.796, -4.308)
C (0.684, -0.809, -4.529)
C (-0.019, -0.127, -3.476)
C (-0.442, 1.229, -3.745)
H (-0.871, 1.811, -2.923)
C (-0.272, 1.781, -5.007)
H (-0.601, 2.805, -5.198)
C (0.328, 1.046, -6.042)
H (0.445, 1.486, -7.033)
C (0.801, -0.252, -5.789)
H (1.274, -0.822, -6.589)
F (-1.456, -0.163, 3.669)
B (-0.523, -0.113, 4.857)
F (-0.690, -1.266, 5.599)
F (0.807, -0.105, 4.239)
F (-0.734, 1.079, 5.525)

HOMO energy (alpha / beta) = -7.22 / -7.22 eV
frontier orbital gap (alpha / beta) = 3.5 / 3.4 eV
expectation value of S² = 0.752
spin multiplicity = 2
molecular weight = 510.2 g mol⁻¹
energy = -64085.5079 eV
charge = 0

***

What did the second record say?
The following is a quantum chemistry calculation of C18H18BF4OPb as an isolated structure at a distorted geometry, from OMol25.

CARTESIAN COORDINATES (ANGSTROEM)
C (-0.188, -1.360, 3.938)
C (1.065, -0.835, 3.611)
C (0.853, 0.382, 2.929)
H (2.022, -1.271, 3.843)
C (-0.547, 0.503, 2.684)
C (-1.175, -0.648, 3.227)
H (-2.211, -0.947, 3.201)
H (-0.433, -2.144, 4.630)
H (1.643, 1.094, 2.650)
H (-1.076, 1.358, 2.243)
C (1.238, -3.125, -0.460)
C (1.015, -3.934, 0.661)
C (-0.372, -4.059, 0.844)
H (1.839, -4.382, 1.214)
C (-1.014, -3.283, -0.129)
C (-0.018, -2.729, -0.987)
H (-0.196, -2.153, -1.922)
H (2.261, -2.869, -0.805)
H (-0.922, -4.614, 1.592)
H (-2.101, -3.105, -0.149)
Pb (0.316, -0.372, 0.326)
O (0.104, 1.532, -1.133)
C (1.119, 2.581, -0.957)
C (-0.263, 3.046, -1.362)
H (1.419, 2.731, 0.085)
H (1.886, 2.615, -1.728)
H (-0.862, 3.452, -0.548)
H (-1.449, 5.321, -2.083)
C (-1.175, 4.726, -2.951)
C (-0.553, 3.471, -2.731)
C (-0.161, 2.727, -3.860)
H (0.329, 1.764, -3.722)
C (-0.412, 3.207, -5.142)
H (-0.124, 2.602, -5.996)
C (-1.032, 4.443, -5.342)
H (-1.219, 4.806, -6.348)
C (-1.406, 5.203, -4.232)
H (-1.881, 6.170, -4.376)
F (0.700, -3.269, 2.942)
B (0.742, -4.435, 3.903)
F (1.645, -4.116, 4.892)
F (-0.563, -4.540, 4.362)
F (1.158, -5.542, 3.187)

HOMO energy (alpha / beta) = -12.04 / -12.06 eV
energy relative to the best compared isomer or geometry (same formula, charge and spin) = 0.0 kcal/mol
frontier orbital gap (alpha / beta) = 6.0 / 5.7 eV
molecular weight = 544.3 g mol⁻¹
energy = -37791.9757 eV
charge = +1